This record from the OMol25 dataset describes a structure of composition C37H40CrNP2Sb at a distorted geometry. The level of theory is wB97M-V/def2-TZVPD.

Its total charge is +1. As for the HOMO-LUMO gap (spin up / spin down): 6.2 / 6.6 eV. The max |F| is 3.359 eV/A. The spin multiplicity is 4.

Cartesian coordinates (Å):
C -1.770 2.946 -4.293
C -1.397 1.830 -3.543
C -0.013 1.578 -3.338
C 0.946 2.421 -3.908
C 0.547 3.542 -4.635
C -0.808 3.813 -4.823
C 2.387 2.082 -3.673
C 2.573 0.595 -3.687
C 1.556 -0.202 -3.149
C 1.665 -1.623 -3.165
C 2.851 -2.183 -3.637
C 3.884 -1.386 -4.140
C 3.737 0.001 -4.174
H -2.832 3.139 -4.449
H 1.311 4.189 -5.068
H -1.122 4.692 -5.385
H 3.025 2.561 -4.416
H 2.961 -3.266 -3.604
H 4.801 -1.849 -4.507
H 4.518 0.641 -4.588
N 0.432 0.449 -2.639
Cr -0.230 -0.034 -0.824
C -2.429 0.877 -2.967
H -2.297 -0.144 -3.367
H -3.443 1.226 -3.201
C 0.516 -2.509 -2.726
H -0.384 -2.363 -3.347
H 0.809 -3.566 -2.764
P -2.343 0.769 -1.128
P 0.008 -2.218 -0.979
C 1.235 -3.180 -0.055
H 0.982 -3.192 1.012
H 1.244 -4.211 -0.435
H 2.237 -2.746 -0.160
C -1.532 -3.123 -0.763
H -1.312 -4.195 -0.850
H -1.945 -2.905 0.230
H -2.255 -2.825 -1.532
C -2.697 2.473 -0.643
H -3.597 2.828 -1.168
H -2.851 2.513 0.443
H -1.846 3.113 -0.908
C -3.795 -0.199 -0.675
H -3.786 -0.389 0.406
H -4.695 0.375 -0.942
H -3.793 -1.160 -1.206
H 2.687 2.471 -2.679
H 1.067 -0.050 0.215
C -0.463 3.883 4.385
C 0.391 3.816 3.274
C 0.590 2.598 2.612
C -0.091 1.455 3.033
C -0.860 1.496 4.203
C -1.075 2.717 4.852
Sb 0.188 -0.343 1.851
C 2.216 -0.805 2.625
C 3.332 -0.704 1.788
C 4.620 -0.902 2.306
C 4.785 -1.195 3.664
C 3.666 -1.294 4.506
C 2.377 -1.101 3.982
C -1.634 -1.313 2.631
C -1.602 -2.593 3.192
C -2.778 -3.147 3.733
C -3.967 -2.405 3.723
C -3.986 -1.114 3.188
C -2.813 -0.565 2.659
H -0.632 4.835 4.885
H 0.903 4.713 2.924
H 1.287 2.555 1.768
H -1.301 0.588 4.620
H -1.727 2.759 5.729
H 3.221 -0.466 0.728
H 5.484 -0.826 1.645
H 5.784 -1.342 4.069
H 3.795 -1.523 5.566
H 1.508 -1.182 4.641
H -0.667 -3.160 3.246
H -2.757 -4.149 4.167
H -4.878 -2.835 4.139
H -4.902 -0.523 3.196
H -2.821 0.469 2.304

This record from the OMol25 dataset describes an isolated molecule of C4H6O2. The level of theory is wB97M-V/def2-TZVPD.

As for the structure (SMILES): CC(=O)[C@H]1CO1. The value obtained for the energy above the lowest of the compared OMol25 structures with the same formula, charge and spin is 160.9 kJ/mol. As for the HOMO-LUMO gap: 10.8 eV. The max |F| is 0.461 eV/A.

Cartesian coordinates (Å):
C 1.281 -0.701 -0.738
C 0.880 0.482 0.109
O 1.558 1.482 0.212
C -0.423 0.415 0.863
C -1.682 0.273 0.119
O -1.150 -0.801 0.871
H 0.424 -1.289 -1.075
H 1.880 -0.355 -1.583
H 1.906 -1.363 -0.126
H -0.426 0.977 1.796
H -1.666 0.137 -0.963
H -2.581 0.743 0.515

This record from the OMol25 dataset describes a cluster of 2 separate species, C5H12O in total at a distorted geometry. The level of theory is wB97M-V/def2-TZVPD.

As for the structure (SMILES): C/C=C/CC.O. The value obtained for the energy above the lowest of the compared OMol25 structures with the same formula, charge and spin is 239.9 kJ/mol. As for the HOMO-LUMO gap: 9.4 eV. The max |F| is 4.969 eV/A.

Cartesian coordinates (Å):
C -1.442 0.282 -2.145
C -0.028 0.554 -1.542
C 0.277 0.171 -0.274
C 1.725 0.443 0.298
C 1.648 0.034 1.807
H -2.167 0.813 -1.554
H -1.250 0.548 -3.223
H -1.802 -0.850 -2.236
H 0.836 0.850 -2.307
H -0.530 -0.219 0.266
H 2.124 1.547 0.281
H 2.416 -0.174 -0.311
H 0.958 0.691 2.337
H 1.190 -0.965 1.627
H 2.606 -0.189 2.260
O -1.785 -1.077 1.629
H -2.240 -2.017 1.483
H -2.537 -0.443 1.602

This record from the OMol25 dataset describes a structure of composition C44H42FN5O5PS2V at a distorted geometry. The level of theory is wB97M-V/def2-TZVPD.

Its total charge is +2. The value obtained for the energy above the lowest of the compared OMol25 structures with the same formula, charge and spin is 66.0 kJ/mol. As for the HOMO-LUMO gap (spin up / spin down): 6.1 / 6.2 eV. The max |F| is 5.696 eV/A. The spin multiplicity is 3.

Cartesian coordinates (Å):
V -0.115 -1.110 1.192
C -4.432 4.843 -0.382
C -4.122 3.773 -1.424
N -2.982 2.959 -1.030
C -3.245 1.824 -0.361
C -2.292 0.951 0.083
C -2.759 -0.258 0.860
O -3.945 -0.481 1.011
O -1.778 -0.954 1.313
C -0.904 1.206 -0.187
O 0.020 0.368 0.010
C -0.626 2.511 -0.765
C 0.694 2.959 -0.890
C 0.974 4.161 -1.485
F 2.265 4.558 -1.520
C -0.031 4.972 -2.039
C -1.344 4.547 -1.868
C -1.672 3.354 -1.217
N 0.227 6.138 -2.782
C 1.556 6.354 -3.323
C 1.477 7.307 -4.516
N 0.882 8.593 -4.070
C -0.482 8.348 -3.539
C -0.378 7.384 -2.357
H -5.286 5.432 -0.702
H -3.585 5.507 -0.226
H -4.679 4.374 0.566
H -3.942 4.211 -2.406
H -4.982 3.106 -1.517
H -4.280 1.572 -0.168
H 1.502 2.364 -0.491
H -2.124 5.163 -2.279
H 1.959 5.405 -3.679
H 2.252 6.767 -2.576
H 0.835 6.887 -5.293
H 2.476 7.479 -4.922
H 0.865 9.275 -4.837
H 1.468 8.987 -3.320
H -1.081 7.904 -4.337
H -0.935 9.290 -3.226
H -1.377 7.195 -1.967
H 0.213 7.860 -1.555
O 3.633 -1.892 4.911
C 4.296 -1.721 3.762
C 5.691 -1.693 3.820
C 6.442 -1.517 2.677
C 5.825 -1.337 1.442
C 4.453 -1.339 1.371
C 3.667 -1.548 2.512
C 2.222 -1.571 2.354
O 1.646 -1.181 1.276
N 1.438 -2.005 3.325
N 0.138 -1.915 2.963
C -0.700 -2.041 3.958
S -2.422 -2.014 3.764
C -2.765 -2.533 5.492
C -1.688 -1.961 6.379
S -0.078 -2.277 5.579
H 2.674 -1.948 4.748
H 6.150 -1.818 4.788
H 7.517 -1.518 2.745
H 6.419 -1.193 0.552
H 3.941 -1.194 0.432
H -2.768 -3.623 5.514
H -3.750 -2.154 5.757
H -1.671 -2.430 7.361
H -1.792 -0.881 6.491
C 3.930 -4.995 -1.230
C 2.970 -5.821 -0.669
C 1.767 -5.294 -0.228
C 1.523 -3.929 -0.360
C 2.479 -3.106 -0.951
C 3.684 -3.637 -1.374
P -0.074 -3.168 0.061
C -0.973 -4.434 1.002
C -0.403 -4.879 2.197
C -1.054 -5.828 2.962
C -2.269 -6.347 2.537
C -2.834 -5.911 1.349
C -2.196 -4.948 0.584
C -0.882 -3.086 -1.567
C -0.859 -4.205 -2.399
C -1.504 -4.168 -3.622
C -2.172 -3.021 -4.023
C -2.177 -1.900 -3.210
C -1.529 -1.930 -1.987
H 4.870 -5.413 -1.558
H 3.150 -6.882 -0.579
H 1.021 -5.942 0.207
H 2.257 -2.051 -1.072
H 4.433 -3.002 -1.824
H 0.558 -4.487 2.512
H -0.610 -6.173 3.885
H -2.773 -7.097 3.128
H -3.773 -6.323 1.012
H -2.641 -4.606 -0.339
H -0.338 -5.096 -2.081
H -1.488 -5.038 -4.260
H -2.687 -3.005 -4.972
H -2.690 -1.004 -3.530
H -1.525 -1.053 -1.354

This record from the OMol25 dataset describes an isolated molecule of C27H34FI2N4O2PS4 at a distorted geometry. The level of theory is wB97M-V/def2-TZVPD.

As for the structure (SMILES): CCN(CC)C(=S)SCCCc1c([C@@H](C)F)cc2c(c1[C@H](I)[C@H](C)I)N(N=C=S)c1c(P(=N)(O)O)ccc(C)c1S2. As for the HOMO-LUMO gap: 7.3 eV. The max |F| is 5.875 eV/A.

Cartesian coordinates (Å):
C 5.514 -1.265 -3.133
C 4.185 -0.706 -2.367
N 4.354 -0.588 -0.885
C 4.903 -1.886 -0.388
C 4.428 -2.247 1.126
C 5.166 0.563 -0.496
S 6.442 0.540 0.604
S 4.768 2.246 -1.222
C 2.882 2.361 -1.075
C 2.590 3.478 0.024
C 1.159 3.406 0.757
C 0.483 1.969 0.829
C 1.297 0.909 1.668
C 2.659 1.235 2.436
C 2.440 2.190 3.739
F 3.266 0.019 2.983
C 0.772 -0.534 1.769
C -0.541 -0.899 1.054
C -1.447 0.094 0.244
C -0.880 1.566 0.149
C -1.676 2.699 -0.692
I -3.813 2.789 -0.105
C -1.459 2.598 -2.295
C -2.806 2.401 -3.150
I 0.084 1.118 -2.878
N -2.690 -0.361 -0.391
N -2.568 -0.664 -1.757
C -1.836 -1.714 -2.004
S -0.700 -2.827 -2.465
C -3.468 -1.338 0.374
C -5.043 -1.290 0.397
P -6.086 -0.021 -0.532
N -6.541 1.154 0.441
O -7.533 -0.833 -1.034
O -5.269 0.463 -1.935
C -5.888 -2.345 1.203
C -5.241 -3.504 1.999
C -3.695 -3.595 1.958
C -3.015 -4.826 2.742
C -2.875 -2.544 1.190
S -1.043 -2.697 1.206
H 5.421 -2.418 -3.087
H 5.527 -0.999 -4.240
H 6.476 -1.007 -2.576
H 3.386 -1.526 -2.536
H 3.781 0.228 -2.880
H 4.423 -2.713 -1.040
H 6.031 -2.012 -0.512
H 4.348 -3.395 1.241
H 5.098 -1.783 1.921
H 3.351 -1.855 1.273
H 2.546 1.303 -0.820
H 2.532 2.648 -2.137
H 3.465 3.528 0.779
H 2.631 4.498 -0.523
H 1.356 3.716 1.856
H 0.520 4.240 0.323
H 3.471 1.701 1.788
H 3.016 1.776 4.636
H 2.884 3.223 3.506
H 1.328 2.313 3.997
H 1.340 -1.337 2.366
H -1.320 3.759 -0.406
H -1.013 3.600 -2.662
H -2.470 2.401 -4.259
H -3.312 1.395 -2.981
H -3.529 3.298 -3.072
H -7.573 1.157 0.504
H -8.148 -0.797 -0.261
H -5.410 -0.262 -2.595
H -7.038 -2.297 1.220
H -5.879 -4.252 2.568
H -3.601 -5.768 2.414
H -3.085 -4.738 3.875
H -1.931 -5.014 2.425

This record from the OMol25 dataset describes an isolated molecule of C6H13N. The level of theory is wB97M-V/def2-TZVPD.

As for the structure (SMILES): C[C@H]1N(C)C1(C)C. The value obtained for the energy above the lowest of the compared OMol25 structures with the same formula, charge and spin is 111.1 kJ/mol. As for the HOMO-LUMO gap: 9.8 eV. The max |F| is 0.866 eV/A.

Cartesian coordinates (Å):
C 1.200 -1.889 -0.265
C 0.856 -0.429 -0.180
N -0.161 0.043 -1.086
C 0.152 1.279 -1.829
C -0.392 0.079 0.412
C -0.492 1.441 1.080
C -1.314 -0.891 1.141
H 1.913 -2.050 -1.079
H 1.651 -2.228 0.671
H 0.315 -2.495 -0.481
H 1.712 0.231 -0.046
H -0.725 1.928 -1.838
H 1.003 1.858 -1.432
H 0.396 1.063 -2.882
H -0.609 1.412 2.173
H 0.357 2.084 0.847
H -1.402 1.904 0.684
H -1.347 -1.912 0.740
H -2.350 -0.512 1.290
H -0.761 -0.917 2.081

This record from the OMol25 dataset describes a cluster of 2 separate species, C5H11NP in total at a distorted geometry. The level of theory is wB97M-V/def2-TZVPD.

Its total charge is +1. The value obtained for the energy above the lowest of the compared OMol25 structures with the same formula, charge and spin is 240.0 kJ/mol. As for the HOMO-LUMO gap: 8.9 eV. The max |F| is 4.410 eV/A.

Cartesian coordinates (Å):
C 2.573 0.372 -0.365
C 0.121 0.617 -0.965
C -1.088 0.752 -1.754
C -0.356 -1.712 1.214
C -1.260 -0.894 0.718
N 1.187 0.636 -0.547
P -1.817 0.364 1.928
H 3.021 1.382 -0.043
H 2.955 0.023 -1.246
H -1.791 1.205 -1.039
H -1.222 -0.208 -2.096
H -0.950 1.332 -2.633
H -0.158 -2.635 0.679
H 2.620 -0.400 0.425
H 0.080 -1.365 2.200
H -1.743 -1.323 -0.052
H -1.702 1.472 1.117
H -0.471 0.381 2.458

This record from the OMol25 dataset describes a structure of composition C34H46N3ReS2 at a distorted geometry. The level of theory is wB97M-V/def2-TZVPD.

Its total charge is +3. The value obtained for the energy above the lowest of the compared OMol25 structures with the same formula, charge and spin is 28.2 kJ/mol. As for the HOMO-LUMO gap (spin up / spin down): 5.9 / 6.1 eV. The max |F| is 1.353 eV/A. The spin multiplicity is 2.

Cartesian coordinates (Å):
Re 0.116 0.335 0.213
C -0.456 -4.088 -2.176
C 0.330 -2.892 -1.702
C 0.066 -1.639 -2.295
C -0.943 -1.573 -3.410
C 0.813 -0.517 -1.910
C 0.836 0.765 -2.739
C 1.874 -0.686 -0.956
C 2.856 0.458 -0.736
C 2.174 -1.963 -0.425
C 3.418 -2.167 0.406
C 1.338 -3.040 -0.740
C 1.529 -4.363 -0.036
H -1.500 -4.033 -1.843
H -0.041 -5.028 -1.829
H -0.479 -4.127 -3.267
H -0.520 -2.041 -4.305
H -1.229 -0.566 -3.688
H -1.846 -2.135 -3.168
H 0.994 1.674 -2.152
H -0.077 0.920 -3.297
H 1.672 0.711 -3.445
H 3.574 0.525 -1.563
H 3.422 0.341 0.184
H 2.385 1.444 -0.703
H 3.253 -1.939 1.466
H 4.235 -1.540 0.058
H 3.761 -3.195 0.348
H 2.132 -5.056 -0.630
H 0.570 -4.848 0.142
H 2.026 -4.240 0.923
S -0.325 4.400 1.748
C 0.702 3.593 2.918
C 1.332 4.147 4.026
C 2.114 3.305 4.797
C 2.261 1.952 4.465
C 1.630 1.412 3.360
C 0.841 2.253 2.594
N 0.111 1.921 1.421
C -0.554 2.984 0.898
C -1.407 2.716 -0.238
C -2.138 3.674 -0.927
C -2.975 3.266 -1.956
C -3.092 1.914 -2.275
C -2.347 0.954 -1.597
C -1.472 1.347 -0.588
H 1.221 5.196 4.277
H 2.626 3.703 5.667
H 2.887 1.319 5.083
H 1.751 0.365 3.102
H -2.068 4.726 -0.661
H -3.553 4.001 -2.503
H -3.770 1.606 -3.065
H -2.460 -0.092 -1.855
C -4.111 2.278 2.080
C -5.101 1.594 3.006
C -4.537 0.409 3.780
C -4.238 -0.846 2.967
N -2.938 -0.839 2.202
C -1.908 -1.645 2.367
S -0.303 -1.447 1.544
N -1.868 -2.748 3.078
C -2.917 -3.713 3.566
C -2.838 -3.958 5.064
C -3.364 -2.832 5.962
C -2.459 -1.599 6.087
H -4.505 3.237 1.729
H -3.908 1.686 1.177
H -3.165 2.469 2.606
H -5.978 1.275 2.435
H -5.463 2.322 3.732
H -5.288 0.112 4.518
H -3.644 0.692 4.347
H -5.040 -1.037 2.253
H -4.197 -1.673 3.645
H -2.800 -0.082 1.554
H -0.933 -3.108 3.210
H -2.731 -4.632 3.016
H -3.899 -3.379 3.277
H -1.802 -4.204 5.333
H -3.420 -4.864 5.245
H -3.509 -3.249 6.956
H -4.367 -2.538 5.624
H -1.487 -1.873 6.513
H -2.908 -0.858 6.752
H -2.274 -1.100 5.127

This record from the OMol25 dataset describes an isolated molecule of C5H8O. The level of theory is wB97M-V/def2-TZVPD.

The value obtained for the energy above the lowest of the compared OMol25 structures with the same formula, charge and spin is 251.9 kJ/mol. As for the HOMO-LUMO gap: 9.3 eV. The max |F| is 0.479 eV/A.

Cartesian coordinates (Å):
C 1.733 0.004 -0.353
C 0.540 -0.223 0.591
C -0.640 0.752 0.370
C -1.666 -0.115 -0.349
O -1.194 -1.496 -0.154
C -0.002 -1.627 0.345
H 1.390 0.265 -1.362
H 2.369 0.822 0.003
H 0.904 -0.198 1.625
H -0.355 1.619 -0.234
H -1.034 1.125 1.319
H -1.709 0.044 -1.431
H -2.679 -0.070 0.058
H 2.344 -0.901 -0.428

This record from the OMol25 dataset describes a cluster of 11 separate species, H22O11 in total at a distorted geometry. The level of theory is wB97M-V/def2-TZVPD.

As for the structure (SMILES): O.O.O.O.O.O.O.O.O.O.O. The value obtained for the energy above the lowest of the compared OMol25 structures with the same formula, charge and spin is 217.7 kJ/mol. As for the HOMO-LUMO gap: 9.4 eV. The max |F| is 2.657 eV/A.

Cartesian coordinates (Å):
O 0.550 2.861 -1.680
H -0.004 2.998 -2.477
H 0.306 1.975 -1.420
O 1.732 0.159 -3.042
H 1.157 -0.555 -2.626
H 2.160 0.616 -2.298
O -0.171 0.552 -0.341
H 0.543 0.100 0.054
H -0.895 0.567 0.267
O -3.888 2.355 1.635
H -3.266 1.591 1.531
H -4.591 2.001 2.154
O 1.284 -2.819 2.099
H 1.686 -2.310 1.341
H 1.681 -3.678 2.085
O 2.904 1.025 -0.778
H 2.880 0.133 -0.406
H 2.355 1.629 -0.282
O 1.697 0.626 1.933
H 0.929 0.359 2.442
H 2.165 -0.195 1.790
O -2.301 0.327 1.311
H -2.979 -0.293 1.256
H -1.718 0.056 2.010
O -1.275 -2.481 0.453
H -1.590 -3.394 0.569
H -0.322 -2.619 0.384
O 1.914 -1.535 -0.325
H 2.563 -2.094 -0.704
H 1.089 -1.729 -0.793
O -2.214 1.282 -2.443
H -1.452 0.997 -1.895
H -2.922 1.508 -1.820

This record from the OMol25 dataset describes a cluster of 2 separate species, C3H2ClNO2 in total at a distorted geometry. The level of theory is wB97M-V/def2-TZVPD.

The value obtained for the energy above the lowest of the compared OMol25 structures with the same formula, charge and spin is 489.6 kJ/mol. As for the HOMO-LUMO gap (spin up / spin down): 9.7 / 5.7 eV. The max |F| is 4.453 eV/A.

Cartesian coordinates (Å):
C 1.944 -0.814 1.329
C 1.864 0.305 0.299
C -2.492 0.426 -0.978
N 0.749 -0.319 0.704
O 2.565 -1.456 2.127
O 2.325 0.871 -0.668
Cl -1.482 -0.814 -0.524
H -2.318 0.874 -1.958
H -3.154 0.927 -0.333

This record from the OMol25 dataset describes an isolated molecule of C5H10O2 at a distorted geometry. The level of theory is wB97M-V/def2-TZVPD.

The value obtained for the energy above the lowest of the compared OMol25 structures with the same formula, charge and spin is 621.1 kJ/mol. As for the HOMO-LUMO gap (spin up / spin down): 7.2 / 7.2 eV. The max |F| is 5.126 eV/A.

Cartesian coordinates (Å):
C 2.254 0.436 -0.693
C 1.069 -0.241 -0.140
C 0.699 -0.149 1.268
O -0.378 -1.159 1.279
C -1.193 -0.253 -0.292
C -2.485 0.368 -0.387
O -0.135 0.299 -0.787
H 2.341 0.253 -1.773
H 3.169 0.033 -0.237
H 2.290 1.534 -0.560
H 0.214 -1.812 0.670
H 0.247 0.787 1.633
H 1.459 -0.473 1.982
H -1.376 -1.325 -0.422
H -2.270 1.405 -0.105
H -2.899 0.392 -1.405
H -3.326 -0.009 0.199

- Which of these has the highest max |F|?
  C27H34FI2N4O2PS4

- The lowest max |F| belongs to which entry?
  C4H6O2